{"formula": "C24H60N4O8Rb", "method": "the ωB97M-V functional and the def2-TZVPD basis", "symbols": ["Rb", "C", "O", "C", "C", "N", "C", "C", "O", "C", "H", "H", "H", "H", "H", "H", "H", "H", "H", "H", "H", "H", "H", "H", "H", "C", "O", "C", "C", "N", "C", "C", "O", "C", "H", "H", "H", "H", "H", "H", "H", "H", "H", "H", "H", "H", "H", "H", "H", "C", "O", "C", "C", "N", "C", "C", "O", "C", "H", "H", "H", "H", "H", "H", "H", "H", "H", "H", "H", "H", "H", "H", "H", "C", "O", "C", "C", "N", "C", "C", "O", "C", "H", "H", "H", "H", "H", "H", "H", "H", "H", "H", "H", "H", "H", "H", "H"], "xyz": [[0.61560, 0.63108, -0.44617], [3.19238, 2.68754, -2.05951], [2.78766, 1.34716, -2.06169], [2.15707, 1.02180, -3.21084], [0.72984, 1.62703, -3.28390], [-0.13561, 0.85499, -2.41819], [-1.46671, 1.53539, -2.35773], [-2.42528, 0.69102, -1.52672], [-3.10605, -0.26010, -2.40052], [-4.24473, 0.34672, -3.06510], [3.88881, 2.88193, -1.24385], [2.33169, 3.20486, -1.63558], [3.48817, 3.10231, -3.02313], [2.16295, -0.06815, -3.20318], [2.69682, 1.20521, -4.13989], [0.38322, 1.64590, -4.31715], [0.80220, 2.67077, -2.97819], [-0.27638, 0.00191, -2.94023], [-1.88005, 1.67552, -3.35653], [-1.41195, 2.52263, -1.89897], [-3.12933, 1.39337, -1.08047], [-1.87822, 0.19849, -0.72283], [-5.13474, -0.26720, -2.92700], [-4.04647, 0.38238, -4.13633], [-4.34480, 1.40569, -2.82705], [5.64158, 2.79854, 0.45152], [4.18034, 2.67443, 0.36793], [3.68004, 1.84016, 1.41351], [2.22158, 2.37453, 1.80089], [1.25953, 2.46735, 0.72865], [0.13008, 3.26755, 1.11602], [-0.90920, 3.34434, -0.06810], [-1.53672, 2.05750, -0.24782], [-2.79280, 2.00793, 0.51856], [5.97285, 2.86351, -0.58489], [6.11724, 1.99544, 1.01444], [5.96776, 3.75639, 0.85677], [4.32124, 1.89907, 2.29300], [3.57010, 0.80452, 1.09185], [2.37038, 3.34654, 2.27117], [1.66558, 1.79181, 2.53534], [1.63254, 3.06929, 0.00849], [0.49546, 4.22419, 1.48946], [-0.42424, 2.74272, 1.89408], [-0.36870, 3.72100, -0.93648], [-1.60014, 4.17889, 0.05120], [-3.38243, 1.25140, 0.00077], [-3.24113, 2.99988, 0.57453], [-2.58211, 1.62753, 1.51807], [-3.06656, -4.75429, 3.31681], [-2.39980, -3.49977, 3.24867], [-1.87400, -3.11338, 4.48843], [-1.31163, -1.61453, 4.37065], [-0.16614, -1.59641, 3.43531], [0.40662, -0.25795, 3.32534], [-0.40607, 0.83019, 2.54852], [-0.26842, 0.68948, 1.11029], [-1.23653, -0.20382, 0.51143], [-3.51566, -5.05862, 2.37140], [-3.84826, -4.67318, 4.07211], [-2.47675, -5.63749, 3.56213], [-1.14978, -3.82445, 4.88591], [-2.79437, -3.07823, 5.07134], [-1.03197, -1.37250, 5.39598], [-2.14093, -0.98634, 4.04547], [-0.46519, -1.95951, 2.54154], [1.30690, -0.48908, 2.75598], [0.77978, 0.12914, 4.27350], [0.19149, 1.73809, 2.63070], [-1.31831, 1.12349, 3.06802], [-2.18728, 0.32668, 0.45888], [-1.31498, -1.19117, 0.96649], [-0.86025, -0.36311, -0.49908], [-1.19703, -3.67912, -4.73149], [-1.57609, -2.94001, -3.55885], [-1.23451, -3.56833, -2.28832], [-1.19044, -2.55714, -1.18800], [-0.21684, -1.44184, -1.34743], [1.21768, -1.75911, -1.16777], [1.66802, -1.98156, 0.32241], [1.91776, -0.68006, 0.86613], [2.44608, -0.79037, 2.10664], [-1.53986, -3.14369, -5.61686], [-1.80881, -4.58105, -4.75041], [-0.11889, -3.83004, -4.78577], [-0.23971, -4.01202, -2.24827], [-2.01379, -4.28921, -2.04099], [-0.93488, -3.14424, -0.30590], [-2.15800, -2.06521, -1.08836], [-0.43728, -0.93546, -2.19306], [1.73868, -0.93318, -1.65202], [1.35195, -2.72633, -1.65210], [2.63085, -2.49074, 0.27994], [0.95969, -2.60476, 0.86828], [2.54389, 0.22068, 2.50201], [3.38735, -1.34001, 2.10430], [1.80762, -1.43350, 2.71232]], "forces_ev_per_angstrom": [[15.4, 3.0, -12.3], [-0.4, 1.2, 1.0], [2.2, 0.2, 0.8], [-1.6, -1.1, -1.9], [1.4, -0.5, -0.6], [-3.8, 3.0, -8.0], [-0.3, -0.8, -1.9], [-1.4, 0.0, -5.9], [-0.7, 0.8, 0.6], [1.2, -0.5, -0.7], [0.1, -0.5, -1.3], [-0.3, 1.0, -0.7], [-0.1, -0.3, -0.1], [-0.7, -0.3, -0.2], [0.4, 0.7, 0.0], [-0.1, 0.0, -0.2], [-0.2, 0.0, 0.2], [-0.2, 0.9, -1.2], [0.0, -0.1, -0.5], [0.5, -0.5, -1.8], [0.0, -1.2, -3.6], [-2.4, 0.6, -3.9], [0.0, 0.3, 0.3], [0.1, -0.3, -0.2], [-0.4, -0.1, 0.6], [-0.7, 0.6, -0.8], [1.7, -0.4, 2.6], [-2.2, 0.8, -0.1], [1.4, 0.3, 0.4], [1.8, 3.9, 0.9], [-2.0, 0.3, -0.3], [1.5, 0.5, 1.5], [-1.7, 4.9, 4.4], [1.0, 1.3, 2.3], [0.2, -0.6, 0.0], [-0.2, -0.1, -0.3], [-0.5, 0.1, 0.5], [-0.1, 0.0, 0.1], [0.6, 0.3, -0.4], [0.2, 0.4, 0.1], [1.4, -0.1, 0.3], [0.8, -0.3, -0.4], [-0.5, 0.5, -0.1], [0.1, 1.3, -0.3], [0.2, -0.9, -0.7], [-0.5, -0.3, 0.6], [-1.0, 1.1, 2.4], [-0.2, -0.1, -0.2], [-0.1, 0.7, 0.3], [-0.5, -0.1, 0.1], [0.7, -1.0, -1.7], [-0.8, 2.1, -0.2], [-0.2, -3.1, -0.3], [-0.6, 0.7, 1.8], [-2.7, 0.9, -1.1], [1.9, -0.3, 1.8], [-10.3, -2.2, 16.7], [-1.7, -0.7, 5.5], [-0.1, 0.8, -0.2], [-0.3, -0.1, 0.1], [0.8, 0.3, 0.4], [0.2, 0.1, 0.0], [0.4, 0.1, 1.2], [0.4, 0.4, -0.2], [-0.1, 0.2, 0.0], [-0.1, 0.1, 0.0], [-4.6, 3.0, 2.1], [-0.4, -0.1, 0.4], [-0.5, -1.0, 1.2], [-0.9, -0.4, -0.7], [0.8, -1.9, 2.5], [0.0, 0.1, 0.4], [-1.6, -2.2, 2.0], [-1.0, 0.2, 0.6], [1.0, -0.1, 0.8], [-0.4, 0.6, -1.3], [0.4, 1.1, -0.2], [-0.1, -4.4, -1.4], [-1.2, -1.8, -0.1], [0.4, 1.1, -2.2], [0.6, -2.6, 0.2], [4.8, -2.4, 0.0], [0.2, 0.5, 0.2], [0.5, -0.6, 0.0], [0.0, -0.3, 0.0], [0.0, -0.6, -0.8], [0.2, -0.4, 0.0], [-0.2, 0.2, 0.4], [-0.2, -0.2, 0.2], [0.2, -1.9, 0.6], [0.7, -1.0, 0.1], [0.8, 0.1, -0.3], [0.0, -0.3, 0.0], [-0.1, 0.3, 0.3], [0.8, -0.8, 0.2], [0.9, 0.2, -0.3], [1.9, -1.8, -0.1]], "gap_ha": 0.30761, "charge": 1, "multiplicity": 1, "energy_ev": -48820.0862}